DFT (the ωB97M-V functional and the def2-TZVPD basis) results for an isolated molecule of C6H10.

Last column: natural (NBO) charge in e.
CARTESIAN COORDINATES (ANGSTROEM)
1 C -1.16599 0.72789 -0.69359  -0.606
2 C 0.21353 0.69909 -0.04115  -0.297
3 C 0.17188 1.37155 1.34403  -0.592
4 C 0.91675 -0.61851 0.10077  0.090
5 C 0.65303 -1.86981 -0.37123  -0.444
6 C -0.47203 -2.13093 -1.22102  -0.145
7 H -1.52062 1.76552 -0.72119  0.198
8 H -1.88009 0.12869 -0.12111  0.219
9 H -1.15406 0.31286 -1.70090  0.243
10 H 0.90289 1.30069 -0.65926  0.229
11 H 1.16424 1.42696 1.80593  0.206
12 H -0.21666 2.39082 1.25359  0.217
13 H -0.48969 0.81847 2.02055  0.210
14 H 1.39245 -2.63064 -0.09376  0.184
15 H 1.83804 -0.51910 0.68483  0.187
16 H -0.35365 -3.17356 -1.58650  0.100

Net charge: 0
Energy relative to the best compared isomer or geometry (same formula, charge and spin) (kcal/mol): 92.3
Total energy (Ha): -234.45537
LUMO level (spin up / spin down) (eV): -0.72 / -0.72
HOMO energy (spin up / spin down) (eV): -8.09 / -8.12
Max |F| (eV/Å): 0.42
Orbital gap (spin up / spin down) (eV): 7.3740 / 7.3956


DFT (the ωB97M-V functional and the def2-TZVPD basis) results for a cluster of 4 separate species, CH11N3O3 in total at a distorted geometry.

Last column: natural (NBO) charge in e.
CARTESIAN COORDINATES (ANGSTROEM)
1 N 1.34873 0.34517 -0.02765  -1.058
2 C 1.62627 -0.87592 -0.65432  0.377
3 N 2.19510 -0.65260 -1.90010  -0.888
4 N 1.08180 -1.97975 -0.30110  -0.823
5 H 2.04992 1.07202 -0.09045  0.366
6 H 1.05997 0.36292 0.94539  0.324
7 H 1.84664 0.03215 -2.56873  0.360
8 H 2.26904 -1.49525 -2.46234  0.371
9 H 0.57441 -1.88131 0.57169  0.322
10 H -1.56973 3.04296 1.81749  0.478
11 H -1.45100 2.98794 3.22851  0.455
12 O -1.46394 3.67998 2.54087  -0.978
13 H -2.19619 -0.93447 -1.65075  0.444
14 H -1.00406 -1.68386 -1.14556  0.474
15 O -1.94875 -1.81061 -1.33129  -1.005
16 H -2.02750 -0.31160 1.12237  0.452
17 H -0.73461 0.43829 0.77144  0.437
18 O -1.62345 0.56721 1.15272  -1.106

Net charge: -1
Energy relative to the best compared isomer or geometry (same formula, charge and spin) (kcal/mol): 11.1
Total energy (Ha): -434.65858
LUMO level (spin up / spin down) (eV): 4.04 / 3.75
HOMO energy (spin up / spin down) (eV): 0.61 / -5.92
Max |F| (eV/Å): 2.66
Orbital gap (spin up / spin down) (eV): 3.4275 / 9.6619
2S+1: 2


DFT (the ωB97M-V functional and the def2-TZVPD basis) results for a structure of composition C5H7N at a distorted geometry.

Last column: natural (NBO) charge in e.
CARTESIAN COORDINATES (ANGSTROEM)
1 C -0.18954 -0.86953 1.57178  -0.469
2 C -0.56851 0.46567 1.39140  -0.407
3 C 0.96929 1.21046 -0.96112  -0.257
4 C 0.13033 0.56293 -1.77264  -0.355
5 C -0.04770 -0.86006 -1.69139  0.263
6 N -0.20996 -2.00435 -1.59714  -0.329
7 H -0.73874 -1.75244 1.21991  0.211
8 H -0.64999 -0.20726 2.53615  0.316
9 H 0.80210 -1.09301 1.97792  0.203
10 H -1.59006 0.45808 0.97079  0.151
11 H 1.57178 0.69224 -0.22420  0.218
12 H 1.06522 2.29021 -1.00751  0.214
13 H -0.47766 1.08393 -2.50609  0.242

Net charge: 0
Energy relative to the best compared isomer or geometry (same formula, charge and spin) (kcal/mol): 119.4
Total energy (Ha): -249.28302
LUMO level (eV): 0.49
HOMO energy (eV): -8.69
Max |F| (eV/Å): 1.14
Orbital gap (eV): 9.1821


DFT (the ωB97M-V functional and the def2-TZVPD basis) results for a structure of composition C3H4OS2 at a distorted geometry.

Last column: natural (NBO) charge in e.
CARTESIAN COORDINATES (ANGSTROEM)
1 C 1.54687 -0.10859 -0.07902  0.049
2 C -0.56874 0.66091 -0.32379  -0.145
3 C -0.92462 -0.58295 0.39646  -0.540
4 H -1.16724 1.61126 -0.08089  0.213
5 H -0.55020 0.66519 -1.39254  0.206
6 H -0.65126 -0.49153 1.54752  0.243
7 H -2.27185 -0.88053 0.31904  0.278
8 O 0.79316 1.04330 -0.12286  -0.481
9 S 3.23933 -0.26805 0.02127  -0.061
10 S 0.55455 -1.64899 -0.28519  0.238

Net charge: 0
Energy relative to the best compared isomer or geometry (same formula, charge and spin) (kcal/mol): 60.3
Total energy (Ha): -988.23613
LUMO level (eV): 0.00
HOMO energy (eV): -8.73
Max |F| (eV/Å): 4.79
Orbital gap (eV): 8.7327


DFT (the ωB97M-V functional and the def2-TZVPD basis) results for a structure of composition C42H52F3N4ReSSbSe4 at a distorted geometry.

Last column: Mulliken charge in e.
CARTESIAN COORDINATES (ANGSTROEM)
1 Re 10.68127 9.38835 9.99527  2.217
2 C 15.13491 10.53437 7.35525  -1.456
3 C 13.93179 9.59722 7.62776  2.218
4 C 13.44361 9.01475 6.28859  -1.484
5 C 14.32854 8.53773 8.62075  1.293
6 C 15.24823 7.60806 8.18167  -0.592
7 C 15.71171 6.56324 9.00636  -1.700
8 C 15.48149 6.68729 10.31799  -0.111
9 C 14.49920 7.51325 10.85024  -0.282
10 C 14.34672 7.31650 12.36437  0.764
11 C 13.39186 8.24149 13.10406  -0.843
12 C 13.94693 5.86336 12.58114  -1.525
13 C 13.87889 8.43170 10.00573  -0.370
14 N 12.82998 9.35524 10.44722  0.617
15 C 13.32885 10.57666 10.86564  0.614
16 C 12.45507 11.67451 10.87178  -0.340
17 N 11.13626 11.50280 10.44684  0.176
18 C 10.43171 12.67323 10.02693  -0.232
19 C 10.78365 13.31926 8.79564  -0.451
20 C 9.69541 13.90985 8.14832  -0.339
21 C 8.53585 14.17665 8.80525  -1.389
22 C 8.40751 13.94768 10.17334  -0.390
23 C 9.36333 13.16432 10.83453  0.242
24 C 9.34550 13.00766 12.38000  2.307
25 C 9.66895 14.30601 13.08967  -1.778
26 C 7.97647 12.52542 12.88343  -1.079
27 C 12.19516 13.39310 8.25150  2.042
28 C 12.33788 12.94687 6.77922  -1.340
29 C 12.64315 14.87490 8.35504  -1.580
30 C 13.19264 12.84445 11.36105  0.687
31 C 12.94775 14.20626 11.60563  -0.402
32 C 14.01980 15.02202 12.06132  -1.442
33 C 15.29526 14.49902 12.35653  -0.910
34 C 15.59240 13.09927 12.17740  0.696
35 C 16.86939 12.51612 12.24803  -0.698
36 C 17.03220 11.19395 11.92328  -1.243
37 C 15.94520 10.42203 11.48763  0.109
38 C 14.66192 10.99588 11.33827  0.451
39 C 14.49145 12.34043 11.68608  -1.035
40 H 14.99872 11.19376 6.47933  0.379
41 H 16.06804 9.97004 7.17874  0.402
42 H 15.32794 11.19803 8.23108  0.267
43 H 13.09798 10.21817 8.00559  -1.783
44 H 14.28880 8.50766 5.77300  0.374
45 H 13.03279 9.78842 5.59431  0.369
46 H 12.56059 8.33502 6.46829  0.297
47 H 15.65289 7.72027 7.18458  0.363
48 H 16.32091 5.80635 8.55927  0.439
49 H 16.10547 6.08110 11.00129  0.556
50 H 15.35362 7.43480 12.80028  0.413
51 H 12.36667 8.19181 12.69234  -0.302
52 H 13.70319 9.25916 13.09587  0.024
53 H 13.45057 7.93227 14.15485  0.587
54 H 12.98235 5.68031 12.06105  0.286
55 H 13.78708 5.61186 13.62785  0.445
56 H 14.65633 5.16321 12.13836  0.448
57 H 9.84636 14.34035 7.14659  0.361
58 H 7.77946 14.69398 8.29565  0.535
59 H 7.57980 14.43530 10.72751  0.435
60 H 10.08323 12.28412 12.69310  -0.687
61 H 8.90208 15.09113 12.93438  0.416
62 H 10.61499 14.74474 12.80384  0.278
63 H 9.73197 14.07939 14.15936  0.491
64 H 8.04706 11.42583 13.08984  0.047
65 H 7.13293 12.61426 12.18093  0.261
66 H 7.64916 13.06020 13.79045  0.440
67 H 12.84136 12.72426 8.86061  -0.896
68 H 11.85781 13.66301 6.10428  0.531
69 H 11.86093 11.96269 6.65236  0.118
70 H 13.40622 12.95618 6.45620  0.243
71 H 11.97879 15.48649 7.70250  0.357
72 H 13.65073 15.09901 8.03484  0.429
73 H 12.58931 15.23057 9.38040  0.315
74 H 11.94726 14.55558 11.41608  1.261
75 H 13.83837 16.12073 12.20535  0.401
76 H 16.06286 15.20118 12.72537  0.404
77 H 17.71448 13.12717 12.61603  0.416
78 H 18.02898 10.75900 11.99308  0.464
79 H 16.00187 9.34364 11.31485  0.558
80 Se 6.40231 8.17358 14.16020  -0.252
81 Sb 5.49371 8.31421 11.93965  0.179
82 Se 10.09842 9.63631 7.76706  -0.195
83 Se 8.51338 9.25959 11.16934  0.039
84 Se 7.31352 7.19677 10.65686  -0.216
85 F 9.94220 6.64705 8.99249  -0.208
86 C 10.91459 7.32803 9.61022  -0.113
87 F 12.09077 6.87099 8.97829  -0.169
88 F 10.88943 6.77879 10.92697  -0.201
89 C 11.44931 11.44688 16.82153  -1.144
90 C 12.14533 10.30254 16.07072  -0.128
91 N 11.31425 9.12641 16.02900  0.257
92 C 10.43544 8.82410 15.07087  -0.868
93 S 10.24208 9.76565 13.64244  0.393
94 N 9.67695 7.73276 15.27044  0.118
95 C 9.63413 6.86313 16.45369  -0.652
96 C 9.15430 7.66417 17.64908  -0.866
97 H 12.17016 12.27161 16.94477  0.417
98 H 11.07416 11.09934 17.80742  0.315
99 H 10.59927 11.84471 16.24028  0.159
100 H 13.13638 10.03531 16.52502  0.422
101 H 12.38188 10.62074 15.04076  -0.294
102 H 11.45422 8.45362 16.76842  0.335
103 H 9.02564 7.62470 14.50872  -0.050
104 H 10.62028 6.40208 16.58749  0.221
105 H 8.88338 6.10023 16.20703  0.441
106 H 9.90412 8.36166 18.05829  0.298
107 H 8.79851 6.96207 18.43863  0.370
108 H 8.26221 8.26033 17.35357  0.226

Net charge: +1
Energy relative to the best compared isomer or geometry (same formula, charge and spin) (kcal/mol): 4.7
Total energy (Ha): -12472.44428
LUMO level (spin up / spin down) (eV): -5.24 / -5.25
HOMO energy (spin up / spin down) (eV): -9.60 / -9.61
Max |F| (eV/Å): 5.58
Orbital gap (spin up / spin down) (eV): 4.3681 / 4.3627


What is the formula in the fifth record?
C42H52F3N4ReSSbSe4


Look up the total energy of the second one.
-434.65858 Ha


max |F| of number 2 (CH11N3O3)?
2.66 eV/Å